Record 1
The following is a quantum chemistry calculation of C6H15B in the gas phase at a distorted geometry, from the OMol25 dataset.

XYZ file:
```
22
C6H15B (ωB97M-V/def2-TZVPD)
B 0.464 0.155 -1.510
C -0.934 -1.081 0.738
C 1.004 0.055 1.881
C 1.389 -1.239 -1.558
C -1.462 1.539 -0.676
C -0.268 0.282 1.043
C -0.149 0.974 -0.233
H 0.112 0.575 -2.631
H 0.549 1.670 0.114
H -1.176 -1.656 1.589
H -1.659 -0.928 0.009
H -0.164 -1.777 0.296
H 0.908 -0.904 2.240
H 1.889 0.135 1.223
H 1.198 0.752 2.840
H 1.901 -1.326 -0.585
H 2.068 -1.244 -2.351
H 0.691 -2.074 -1.730
H -1.229 2.450 -1.256
H -2.069 1.883 0.175
H -2.057 0.921 -1.250
H -1.006 0.839 1.630
```

## Properties
DFT total energy (eV): -7139.8280
HOMO-LUMO gap (eV): 10.9
Multiplicity: 1
HOMO (eV): -10.11

Record 2
The following is a quantum chemistry calculation of a molecular structure, C6H15BBe2Cl11F2OP at a distorted geometry, from the OMol25 dataset.

XYZ file:
```
39
C6H15BBe2Cl11F2OP (ωB97M-V/def2-TZVPD)
C 1.528 0.286 -1.454
C 0.707 1.444 -2.038
B -0.607 1.720 -1.246
O -0.546 2.584 -0.244
P -2.308 0.830 -1.766
C -2.040 -0.712 -0.692
H 1.698 0.453 -0.401
H 1.007 -0.649 -1.591
H 2.472 0.255 -1.967
H 0.470 1.227 -3.068
H 1.312 2.340 -1.989
H -1.327 2.547 0.320
H -1.654 0.164 -2.879
H -3.828 0.296 -2.379
H -2.972 1.462 -0.627
H -2.580 2.010 -2.577
H -2.868 -0.821 -0.009
H -1.151 -0.605 -0.078
H -1.975 -1.622 -1.267
C 0.071 -3.822 0.345
Cl 0.706 -5.345 0.952
Cl 0.415 -3.654 -1.357
Cl -1.649 -3.719 0.637
Cl 0.894 -2.470 1.267
Be 2.180 -1.490 3.430
C -1.573 5.532 -1.502
Cl -2.162 4.893 -3.051
Cl 0.155 5.913 -1.621
Cl -2.503 6.927 -1.002
H -1.691 4.758 -0.760
C 5.277 -4.042 4.748
Cl 4.600 -3.571 6.304
Cl 5.260 -5.741 4.551
Cl 4.232 -3.489 3.446
H 6.270 -3.623 4.670
F -4.308 8.740 -1.105
Be 0.877 -3.203 3.529
Cl -4.958 -0.608 -2.104
F 2.573 -5.194 4.578
```

## Properties
DFT total energy (eV): -162447.6850
HOMO-LUMO gap (eV): 1.1
Multiplicity: 1
HOMO (eV): -6.57

Record 3
The following is a quantum chemistry calculation of a molecular structure, C6H15BF4N4PPtS at a distorted geometry, from the OMol25 dataset.

XYZ file:
```
33
C6H15BF4N4PPtS (ωB97M-V/def2-TZVPD)
Pt 0.396 0.452 0.446
C -1.373 5.565 1.436
C -0.864 4.471 2.283
N -0.610 4.528 3.548
N -0.157 3.319 3.915
C -0.102 2.470 2.873
S 0.478 0.892 2.877
N -0.575 3.198 1.813
N -0.705 2.692 0.532
H -1.643 6.408 2.068
H -2.250 5.239 0.878
H -0.614 5.896 0.725
H 0.097 3.137 4.877
H -0.538 3.414 -0.165
H -1.629 2.275 0.369
C 3.252 -1.470 0.144
P 2.477 0.053 -0.486
C 3.693 1.365 -0.102
C 2.568 -0.164 -2.294
H 4.274 -1.520 -0.230
H 2.696 -2.332 -0.219
H 3.248 -1.493 1.230
H 4.697 1.007 -0.332
H 3.639 1.625 0.953
H 3.489 2.258 -0.692
H 3.614 -0.279 -2.586
H 2.139 0.688 -2.818
H 2.014 -1.061 -2.576
F -0.828 -1.519 -0.250
B -1.863 -0.596 -0.545
F -2.986 -1.112 -1.019
F -2.037 0.141 0.665
F -1.242 0.342 -1.419
```

## Properties
DFT total energy (eV): -47342.0140
HOMO-LUMO gap (alpha / beta) (eV): 7.0 / 7.0
Total charge: +1
Multiplicity: 1
HOMO (alpha / beta) (eV): -12.53 / -12.44

Repeat the first record exactly.
The following is a quantum chemistry calculation of C6H15B in the gas phase at a distorted geometry, from the OMol25 dataset.

XYZ file:
```
22
C6H15B (ωB97M-V/def2-TZVPD)
B 0.464 0.155 -1.510
C -0.934 -1.081 0.738
C 1.004 0.055 1.881
C 1.389 -1.239 -1.558
C -1.462 1.539 -0.676
C -0.268 0.282 1.043
C -0.149 0.974 -0.233
H 0.112 0.575 -2.631
H 0.549 1.670 0.114
H -1.176 -1.656 1.589
H -1.659 -0.928 0.009
H -0.164 -1.777 0.296
H 0.908 -0.904 2.240
H 1.889 0.135 1.223
H 1.198 0.752 2.840
H 1.901 -1.326 -0.585
H 2.068 -1.244 -2.351
H 0.691 -2.074 -1.730
H -1.229 2.450 -1.256
H -2.069 1.883 0.175
H -2.057 0.921 -1.250
H -1.006 0.839 1.630
```

## Properties
DFT total energy (eV): -7139.8280
HOMO-LUMO gap (eV): 10.9
Multiplicity: 1
HOMO (eV): -10.11